[1]
The following is a DFT calculation (ωB97M-V/def2-TZVPD) of the ion C2H4N3S with charge +1.

Geometry as XYZ:
```
10
Properties=species:S:1:pos:R:3:lowdin_charge:R:1
S 0.4141 0.9148 0.6940 1.07
N 1.0724 -0.9541 1.2890 0.07
N 1.1729 -1.5744 0.3384 0.01
N -1.2696 1.0639 0.8426 -0.25
C 0.4487 0.1035 -1.0069 -0.13
C 0.8872 -1.1666 -0.9450 -0.10
H -1.7132 1.9057 0.4880 0.07
H 0.6819 -1.8469 -1.6895 0.11
H -0.0650 0.5614 -1.8033 0.09
H -1.6293 0.9927 1.7926 0.07
```

## Properties
- net charge = +1
- orbital gap (eV) = 8.5027
- energy above the lowest of the compared OMol25 structures with the same formula, charge and spin (kcal/mol) = 54.9
- SMILES = NS1#[N+]N=CC=1

[2]
The following is a DFT calculation (ωB97M-V/def2-TZVPD) of a cluster of 2 separate species, CH3INP in total.

Geometry as XYZ:
```
7
Properties=species:S:1:pos:R:3:lowdin_charge:R:1
I -2.4189 1.0933 0.1862 0.39
P 0.5906 -1.9090 1.4290 0.68
N 0.9325 -0.7997 0.3538 -0.47
C 0.9336 -0.0835 -0.6114 -0.09
H -1.9841 0.5607 -1.2268 -0.37
H 0.3320 -0.9652 2.4362 -0.16
H 1.7462 0.4467 -1.0649 0.02
```

## Properties
- orbital gap (alpha / beta) (eV) = 6.9267 / 8.3780
- energy above the lowest of the compared OMol25 structures with the same formula, charge and spin (kcal/mol) = 11.2
- spin multiplicity = 3

[3]
The following is a DFT calculation (ωB97M-V/def2-TZVPD) of a structure of composition C33H33I2N4O3PdS2Te.

Geometry as XYZ:
```
79
Properties=species:S:1:pos:R:3:lowdin_charge:R:1
I 4.3923 2.0426 1.6030 0.89
I 4.7224 -1.4074 2.2590 1.01
Te -1.0218 -0.2995 0.3357 1.98
Pd 2.5497 -0.3133 0.9217 0.67
S 3.4770 0.3878 -3.2766 1.12
S 0.7809 1.7290 -1.7765 0.56
O 1.9946 0.1465 3.0526 -0.16
O -0.2208 2.0289 -0.7550 -0.42
O 0.3370 0.9013 -2.8764 -0.33
N 3.0119 6.6855 -3.9534 0.15
N 0.5027 0.5647 1.5505 -0.16
N 1.9886 0.9937 -0.9704 -0.20
N 3.6177 -0.5945 -0.9357 -0.10
C 0.7734 0.4270 2.8452 -0.57
C 1.9386 4.5655 -4.2977 -0.01
C 4.6350 -0.8600 -2.9606 -0.36
C -1.5084 0.9703 3.7738 -0.04
C 2.9530 0.3082 -1.6312 -0.75
C -3.0257 -1.1975 -0.2853 -0.22
C -2.3634 1.0789 4.8578 -0.05
C 1.9849 4.1424 -1.5425 -0.06
C 1.2953 -3.7884 1.5131 -0.07
C 1.4399 3.1914 -2.4083 -0.33
C 1.4216 3.3983 -3.7879 -0.06
C -3.6771 -0.5354 -1.3310 -0.28
C 1.3503 -3.7720 -0.8949 -0.02
C -4.8669 -2.6084 0.1431 0.01
C -3.0779 0.5972 -2.1310 -0.04
C -3.5942 -2.1942 0.5133 -0.28
C 4.5710 -1.2672 -1.6903 -0.23
C 1.7532 -4.3199 0.3114 -0.04
C 0.4864 -2.6789 -0.9530 -0.29
C 0.4883 -2.6686 1.4949 -0.16
C 0.2946 0.3496 5.2573 0.00
C -1.8894 0.8276 6.1397 -0.04
C 4.9774 0.5719 3.0230 -1.05
C 2.4956 5.5366 -3.4434 -0.29
C -0.1762 0.5893 3.9677 -0.16
C -0.5627 0.4694 6.3394 -0.04
C -0.0723 -2.2320 -2.2757 -0.03
C -6.9419 -2.4873 -1.2832 -0.02
C -5.5527 -2.0357 -0.9258 -0.22
C 2.5031 5.3033 -2.0543 -0.01
C -4.9442 -1.0071 -1.6434 0.01
C -2.9456 -2.8068 1.7323 -0.04
C 0.0885 -2.1127 0.2705 -0.38
H 1.3281 0.0634 5.4000 0.12
H 5.2922 -1.2256 -3.7365 0.09
H 1.6840 -4.2167 -1.8273 0.13
H 1.9180 4.7509 -5.3660 0.12
H -3.7030 -3.1669 2.4257 0.10
H -7.3524 -3.1573 -0.5293 0.09
H -1.0529 -2.6912 -2.4256 0.10
H -0.1947 0.2803 7.3408 0.12
H -6.9295 -3.0161 -2.2394 0.10
H 3.4191 7.3818 -3.3591 0.11
H 0.1259 -2.2603 2.4321 0.10
H 1.9782 3.9612 -0.4715 0.11
H 6.0205 0.7100 3.2714 -0.02
H -3.8602 1.2214 -2.5582 0.10
H -0.2003 -1.1507 -2.3343 0.03
H -2.3321 -2.0769 2.2626 0.05
H 5.1863 -2.0319 -1.2385 0.11
H -2.3137 -3.6524 1.4566 0.10
H 0.9850 2.6495 -4.4370 0.12
H 2.4074 -5.1846 0.3175 0.12
H 1.5596 -4.2477 2.4582 0.12
H -1.8730 1.2062 2.7871 0.08
H -2.4389 1.2372 -1.5220 0.03
H -2.5564 0.9230 6.9881 0.12
H 2.9983 6.8601 -4.9383 0.11
H -3.3976 1.3658 4.7055 0.12
H 4.3239 0.6593 3.8756 -0.03
H 2.9191 6.0562 -1.3937 0.12
H 0.5688 -2.5428 -3.0999 0.10
H -5.3451 -3.3792 0.7404 0.13
H -5.4754 -0.5329 -2.4630 0.14
H -7.6099 -1.6321 -1.3966 0.09
H -2.4627 0.2186 -2.9469 0.09
```

## Properties
- net charge = +2
- orbital gap (alpha / beta) (eV) = 4.4011 / 3.7936
- energy above the lowest of the compared OMol25 structures with the same formula, charge and spin (kcal/mol) = 20.4
- spin multiplicity = 2

[4]
The following is a DFT calculation (ωB97M-V/def2-TZVPD) of the molecule C3H5NO2S.

Geometry as XYZ:
```
12
Properties=species:S:1:pos:R:3:lowdin_charge:R:1
S -2.7684 -0.5961 0.0316 0.70
O -0.6239 1.0064 -0.0385 -0.09
O 3.7548 0.0003 0.1656 -0.18
N 2.4664 -0.4165 -0.5270 0.04
C -1.9541 0.8173 -0.1358 -0.65
C 0.1032 -0.1134 0.0969 -0.31
C 1.5858 -0.0412 0.3364 -0.13
H -2.5703 1.7366 -0.3517 0.09
H 2.0642 0.3075 1.3752 0.17
H 4.3193 -0.1174 -0.7412 0.15
H -0.1499 -0.7135 0.8921 0.07
H -0.0911 -0.7905 -0.7927 0.14
```

## Properties
- orbital gap (eV) = 9.3140
- energy above the lowest of the compared OMol25 structures with the same formula, charge and spin (kcal/mol) = 94.6
- SMILES = O/N=C/COC=S

Please write out number 1 again, unchanged.
The following is a DFT calculation (ωB97M-V/def2-TZVPD) of the ion C2H4N3S with charge +1.

Geometry as XYZ:
```
10
Properties=species:S:1:pos:R:3:lowdin_charge:R:1
S 0.4141 0.9148 0.6940 1.07
N 1.0724 -0.9541 1.2890 0.07
N 1.1729 -1.5744 0.3384 0.01
N -1.2696 1.0639 0.8426 -0.25
C 0.4487 0.1035 -1.0069 -0.13
C 0.8872 -1.1666 -0.9450 -0.10
H -1.7132 1.9057 0.4880 0.07
H 0.6819 -1.8469 -1.6895 0.11
H -0.0650 0.5614 -1.8033 0.09
H -1.6293 0.9927 1.7926 0.07
```

## Properties
- net charge = +1
- orbital gap (eV) = 8.5027
- energy above the lowest of the compared OMol25 structures with the same formula, charge and spin (kcal/mol) = 54.9
- SMILES = NS1#[N+]N=CC=1

Question: What is the energy above the lowest of the compared OMol25 structures with the same formula, charge and spin in the first record?
Answer: 54.9 kcal/mol

Question: What is the formula in the second record?
Answer: CH3INP